# 1
55
Properties=species:S:1:pos:R:3:lowdin_charge:R:1 method="wB97M-V/def2-TZVPD" orbital_gap_ev="2.813 / 2.808" total_charge=+2 e_lumo_ev="-11.17 / -11.18" homo_ev="-13.985 / -13.985"
N 1.69 0.75 -1.09 -0.51
C 4.78 1.70 -1.52 -0.43
O 5.10 1.84 -0.42 0.08
Au 3.32 0.98 -2.05 0.99
Nb 0.20 -0.03 -0.45 1.65
N -1.61 0.27 -1.53 -0.05
N -0.42 1.14 1.13 -0.10
C -2.15 1.54 -2.03 -0.63
C 0.32 2.20 1.82 -0.64
C -3.16 1.33 -3.16 -0.02
C -2.85 2.24 -0.87 0.00
C -1.02 2.43 -2.55 -0.04
C 1.52 1.58 2.54 0.01
C -0.56 2.91 2.85 -0.02
C 0.80 3.23 0.81 -0.05
H -2.71 0.73 -3.96 0.11
H -3.43 2.31 -3.57 0.11
H -4.08 0.84 -2.80 0.10
H -3.75 1.69 -0.57 0.10
H -3.14 3.25 -1.17 0.12
H -2.18 2.32 0.01 0.06
H -0.33 2.77 -1.77 0.05
H -1.47 3.32 -3.02 0.11
H -0.45 1.89 -3.32 0.09
H 1.18 0.84 3.27 0.10
H 2.07 2.37 3.05 0.12
H 2.19 1.08 1.83 0.08
H -0.82 2.26 3.69 0.09
H -1.47 3.31 2.38 0.10
H 0.02 3.76 3.25 0.11
H 1.35 4.01 1.35 0.11
H -0.06 3.71 0.32 0.09
H 1.45 2.79 0.05 0.04
C -2.57 -0.83 -1.47 -0.06
H -2.13 -1.68 -0.95 0.08
H -3.48 -0.54 -0.93 0.12
H -2.85 -1.18 -2.47 0.13
C -1.30 0.35 1.99 -0.08
H -1.42 -0.68 1.61 0.09
H -0.92 0.28 3.02 0.11
H -2.31 0.79 2.02 0.12
Cl 3.35 -7.81 0.76 0.76
C 2.66 -6.26 0.56 -0.64
C 2.97 -5.24 1.47 -0.06
C 2.40 -3.98 1.32 0.01
C 1.54 -3.76 0.24 -0.16
C 1.23 -4.76 -0.68 0.00
C 1.79 -6.02 -0.52 -0.06
C 0.95 -2.43 0.05 -0.54
O 1.07 -1.49 0.92 -0.12
O 0.31 -2.13 -1.03 -0.14
H 3.65 -5.44 2.30 0.12
H 2.62 -3.17 2.01 0.13
H 0.55 -4.54 -1.50 0.13
H 1.56 -6.82 -1.22 0.12

# 2
70
Properties=species:S:1:pos:R:3:lowdin_charge:R:1 method="wB97M-V/def2-TZVPD" orbital_gap_ev=5.163 total_charge=+1 e_lumo_ev=-5.63 homo_ev=-10.796
Ba -2.83 -3.31 4.23 1.78
O 3.03 0.72 -1.32 0.19
C 2.01 0.77 -0.74 -0.34
O 1.19 -0.28 -0.53 0.18
B 0.13 0.14 0.34 -0.92
O 0.20 1.58 0.45 0.24
C 1.34 2.00 -0.09 -0.37
O 1.73 3.11 -0.09 0.20
O 0.29 -0.55 1.69 0.22
C -0.83 -0.98 2.06 -0.44
O -1.08 -1.55 3.13 -0.15
C -1.84 -0.85 0.91 -0.47
O -1.24 -0.26 -0.07 0.18
O -2.94 -1.31 0.95 0.02
Br -2.61 -2.39 -3.79 0.81
C -2.44 -2.58 -1.87 -0.66
C -2.04 -4.00 -1.57 -0.62
Br -1.56 -4.12 0.33 0.68
H -3.40 -2.32 -1.43 0.06
H -1.68 -1.88 -1.52 0.03
H -1.19 -4.33 -2.15 0.00
H -2.84 -4.73 -1.72 0.06
Br 1.37 -3.22 -2.83 0.71
C 1.63 -1.36 -3.32 -0.82
C 3.07 -0.95 -3.40 -0.71
Br 3.99 -1.93 -4.84 0.62
H 1.08 -0.74 -2.61 0.00
H 1.17 -1.20 -4.29 -0.09
H 3.68 -1.02 -2.50 0.04
H 3.13 0.08 -3.74 0.01
Br -5.60 -2.38 2.23 0.54
C -7.02 -1.00 1.87 -0.59
C -6.57 -0.28 0.62 -0.70
Br -7.98 1.01 0.27 0.70
H -7.00 -0.34 2.72 0.06
H -7.93 -1.57 1.77 0.06
H -6.51 -0.92 -0.25 0.06
H -5.62 0.23 0.76 0.06
Br 5.13 -2.43 0.46 0.61
C 3.34 -3.26 0.46 -0.63
C 2.42 -2.48 1.36 -0.70
Br 2.90 -2.60 3.24 0.66
H 3.53 -4.28 0.76 0.05
H 3.02 -3.14 -0.57 -0.02
H 1.40 -2.86 1.26 0.04
H 2.45 -1.43 1.13 0.02
Br 5.28 0.53 3.54 0.64
C 3.55 1.00 4.27 -0.72
C 2.71 1.65 3.19 -0.71
Br 1.00 2.12 3.94 0.71
H 3.75 1.68 5.09 0.05
H 3.11 0.08 4.63 0.01
H 2.71 1.01 2.31 0.05
H 3.19 2.58 2.87 0.05
Br 0.91 0.70 -4.93 0.91
C -0.71 1.45 -4.16 -0.62
C -1.37 0.44 -3.29 -0.75
Br -2.89 1.26 -2.41 0.71
H -1.31 1.73 -5.02 0.06
H -0.50 2.34 -3.57 0.06
H -0.72 0.02 -2.53 0.03
H -1.76 -0.42 -3.84 -0.10
Br -0.19 7.20 1.23 0.59
C 0.87 5.65 1.77 -0.70
C 2.29 5.73 1.24 -0.71
Br 3.18 7.33 1.88 0.61
H 0.31 4.81 1.39 0.03
H 0.94 5.66 2.86 0.05
H 2.33 5.82 0.17 0.05
H 2.83 4.87 1.62 0.04

# 3
56
Properties=species:S:1:pos:R:3:lowdin_charge:R:1 method="wB97M-V/def2-TZVPD" orbital_gap_ev=8.996 e_lumo_ev=0.45 smiles=c1cc[nH]c1.ClC(Cl)Cl.ClC(Cl)Cl.CCCC#N.CCCC#N.CCCC#N homo_ev=-8.547
C -2.37 -0.98 3.56 -0.12
C -1.47 -2.00 3.30 -0.12
C -2.07 -2.90 2.43 -0.15
N -3.30 -2.41 2.15 0.02
C -3.48 -1.28 2.87 -0.17
H -2.25 -0.12 4.17 0.10
H -0.52 -2.06 3.82 0.10
H -1.64 -3.74 1.88 0.10
H -4.06 -2.84 1.70 0.14
H -4.39 -0.72 2.73 0.12
Cl -1.07 4.31 -4.78 0.50
C -0.88 2.62 -4.19 -1.48
Cl 0.69 1.89 -4.67 0.49
Cl -2.24 1.57 -4.73 0.50
H -0.87 2.61 -3.12 -0.06
Cl -4.15 2.80 0.49 0.49
C -2.97 4.12 0.57 -1.57
Cl -2.22 4.01 2.18 0.50
Cl -3.79 5.61 0.24 0.54
H -2.18 3.93 -0.22 0.00
C 4.89 4.38 -1.36 -0.11
C 3.46 4.10 -1.75 -0.26
C 2.72 3.22 -0.75 -0.22
C 2.45 3.83 0.53 -0.25
N 2.14 4.40 1.46 0.15
H 5.30 5.05 -2.15 0.08
H 5.59 3.55 -1.16 0.08
H 4.94 4.91 -0.41 0.07
H 3.38 3.44 -2.61 0.10
H 2.86 5.02 -1.86 0.13
H 3.36 2.37 -0.58 0.11
H 1.78 2.80 -1.15 0.09
C 3.07 -5.22 0.10 -0.11
C 2.29 -5.59 1.32 -0.29
C 1.65 -4.39 2.00 -0.16
C 0.84 -3.67 0.97 -0.22
N 0.28 -3.20 0.11 0.20
H 3.98 -4.65 0.29 0.08
H 2.44 -4.54 -0.44 0.05
H 3.37 -6.10 -0.52 0.09
H 2.85 -6.21 2.00 0.11
H 1.48 -6.29 1.06 0.12
H 2.43 -3.68 2.36 0.13
H 1.06 -4.64 2.90 0.12
C -3.26 -0.30 -1.40 -0.11
C -1.98 -1.10 -1.14 -0.25
C -1.03 -0.35 -0.17 -0.17
C -0.73 1.01 -0.63 -0.17
N -0.58 2.15 -0.86 0.17
H -3.82 -0.76 -2.22 0.08
H -2.89 0.67 -1.69 0.03
H -3.86 -0.17 -0.51 0.05
H -1.51 -1.36 -2.08 0.10
H -2.14 -2.11 -0.71 0.09
H -0.08 -0.85 -0.12 0.08
H -1.51 -0.16 0.78 0.11

# 4
66
Properties=species:S:1:pos:R:3:lowdin_charge:R:1 method="wB97M-V/def2-TZVPD" orbital_gap_ev=6.706 total_charge=+1 e_lumo_ev=-4.14 homo_ev=-10.848
C -0.03 2.79 2.05 -0.09
C 1.54 2.47 1.77 -0.25
C 2.01 2.67 0.28 -0.54
Cl 3.87 2.54 0.33 0.67
N 1.57 1.81 -0.82 -0.01
C 1.92 2.31 -2.10 -0.04
C 2.70 3.54 -2.68 -0.26
F 3.02 4.59 -1.83 0.09
F 1.89 4.10 -3.72 0.09
C 4.08 3.11 -3.43 -0.35
F 4.70 4.35 -3.76 0.10
F 3.85 2.47 -4.65 0.12
F 4.97 2.44 -2.60 0.10
N 1.44 1.46 -3.14 0.23
C 0.80 0.41 -2.39 -0.23
N 0.24 -0.55 -3.14 -0.22
C 0.36 -0.47 -4.65 -0.63
I -0.99 -1.91 -5.65 0.84
C 1.87 -0.91 -5.16 -0.73
C 2.56 -1.99 -4.21 -0.19
I 1.72 -1.85 -7.15 0.74
P -0.60 -1.92 -2.44 0.85
O -2.29 -1.88 -2.48 -0.31
O 0.09 -3.44 -2.75 -0.30
N 0.91 0.63 -0.98 0.04
C 0.44 -0.21 0.12 -0.12
C -1.15 -0.18 0.39 -0.15
C -1.89 1.14 -0.14 -0.10
C -3.00 0.90 -1.24 -0.42
O -2.86 1.15 -2.46 0.03
O -4.25 0.40 -0.83 0.06
H -0.50 3.44 1.24 0.08
H -0.61 1.81 2.21 0.06
H -0.10 3.34 3.06 0.10
H 1.87 1.48 2.27 0.12
H 2.09 3.27 2.39 0.12
H 1.70 3.75 0.02 0.15
H 0.03 0.53 -5.07 0.10
H 2.51 0.01 -5.33 0.07
H 2.59 -1.66 -3.12 0.07
H 3.66 -2.05 -4.55 0.09
H 2.15 -3.05 -4.35 0.07
H -2.69 -2.51 -3.12 0.04
H -0.56 -4.17 -2.82 0.08
H 0.93 -0.06 1.14 0.12
H 0.73 -1.30 -0.13 0.12
H -1.31 -0.25 1.53 0.12
H -1.70 -1.08 -0.05 0.09
H -1.21 1.96 -0.52 0.11
H -2.43 1.59 0.77 0.13
H -4.73 0.02 -1.59 0.13
C -0.52 -2.72 7.39 -0.06
C -0.94 -1.41 6.75 -0.22
O -1.35 -1.61 5.39 0.02
C -2.59 -2.09 5.22 -0.59
O -3.38 -2.34 6.10 0.13
O -2.80 -2.26 3.90 -0.02
C -4.07 -2.84 3.59 -0.04
H 0.24 -3.22 6.78 0.08
H -0.12 -2.55 8.39 0.08
H -1.37 -3.41 7.47 0.08
H -0.09 -0.73 6.72 0.12
H -1.73 -0.92 7.32 0.13
H -4.88 -2.29 4.06 0.10
H -4.08 -3.88 3.90 0.10
H -4.20 -2.79 2.51 0.09

# 5
51
Properties=species:S:1:pos:R:3:lowdin_charge:R:1 method="wB97M-V/def2-TZVPD" orbital_gap_ev=8.466 e_lumo_ev=0.72 smiles="CCCCCC(=O)Nc1ccc(N2CCN(CC)CC2)c(Cl)c1" homo_ev=-7.743
C 7.01 2.20 -2.35 -0.12
C 7.08 0.69 -2.12 -0.27
C 5.72 0.03 -2.31 -0.23
C 5.78 -1.48 -2.08 -0.21
C 4.41 -2.13 -2.25 -0.11
C 3.48 -1.71 -1.13 -0.48
O 3.82 -1.71 0.03 0.07
N 2.23 -1.36 -1.56 0.13
C 1.12 -0.96 -0.81 -0.22
C 1.14 -0.82 0.58 0.00
C 0.01 -0.41 1.25 0.00
C -1.19 -0.12 0.59 -0.26
N -2.35 0.25 1.26 -0.12
C -2.47 -0.06 2.67 -0.17
C -3.96 -0.08 3.03 -0.18
N -4.55 1.21 2.77 -0.19
C -5.93 1.29 3.23 -0.27
C -6.43 2.72 3.32 -0.09
C -4.41 1.53 1.36 -0.18
C -2.94 1.55 0.99 -0.17
C -1.19 -0.29 -0.80 -0.57
Cl -2.65 -0.08 -1.72 0.72
C -0.06 -0.69 -1.49 -0.06
H 7.99 2.65 -2.21 0.07
H 6.32 2.66 -1.66 0.07
H 6.68 2.42 -3.37 0.07
H 7.44 0.50 -1.11 0.11
H 7.80 0.25 -2.82 0.11
H 5.01 0.47 -1.61 0.12
H 5.36 0.23 -3.32 0.12
H 6.49 -1.93 -2.77 0.11
H 6.13 -1.67 -1.06 0.11
H 4.52 -3.22 -2.19 0.12
H 4.00 -1.88 -3.23 0.11
H 2.06 -1.40 -2.56 0.14
H 2.04 -1.04 1.12 0.10
H 0.06 -0.30 2.32 0.11
H -2.05 -1.05 2.85 0.13
H -1.97 0.68 3.30 0.13
H -4.06 -0.31 4.09 0.12
H -4.46 -0.88 2.45 0.13
H -6.60 0.69 2.59 0.12
H -5.96 0.85 4.23 0.11
H -7.37 2.75 3.86 0.07
H -6.58 3.16 2.34 0.06
H -5.70 3.33 3.86 0.08
H -4.84 2.51 1.17 0.11
H -4.94 0.78 0.73 0.13
H -2.82 1.80 -0.07 0.08
H -2.43 2.32 1.59 0.13
H -0.11 -0.81 -2.56 0.11

# 6
77
Properties=species:S:1:pos:R:3:lowdin_charge:R:1 method="wB97M-V/def2-TZVPD" orbital_gap_ev=1.911 e_lumo_ev=-4.55 homo_ev=-6.463
C -2.57 1.82 2.66 -0.15
Si -4.24 2.64 3.09 0.47
C -4.17 3.29 4.84 -0.14
C -4.39 4.14 1.97 -0.14
O -5.58 1.70 2.77 -0.17
C -5.30 0.33 2.59 -0.22
C -5.26 -0.04 1.07 -0.11
C -3.93 -0.39 0.55 -0.16
C -3.27 -1.50 0.97 0.11
C -1.99 -1.74 0.46 -0.32
O -1.31 -2.84 0.89 0.11
C -1.43 -0.86 -0.41 -0.02
N -2.12 0.22 -0.80 -0.04
C -1.52 1.20 -1.70 -0.04
C -0.25 1.79 -1.01 -0.20
O -0.35 1.87 0.39 -0.25
C -3.32 0.46 -0.34 0.06
H -1.82 2.21 3.36 0.07
H -2.22 2.15 1.68 0.02
H -2.57 0.72 2.77 -0.01
H -3.68 2.55 5.48 0.03
H -5.15 3.56 5.20 0.04
H -3.53 4.17 4.87 0.04
H -4.19 3.82 0.95 0.02
H -3.72 4.94 2.24 0.04
H -5.43 4.46 1.97 0.05
H -6.16 -0.22 2.97 0.13
H -4.44 -0.03 3.15 0.10
H -5.67 0.76 0.46 0.13
H -5.95 -0.90 0.89 0.11
H -3.73 -2.17 1.69 0.17
H -1.17 -2.75 1.84 0.12
H -0.43 -1.04 -0.77 0.16
H -1.33 0.76 -2.67 0.14
H -2.22 2.02 -1.84 0.14
H -0.16 2.79 -1.42 0.14
H 0.62 1.21 -1.30 0.11
H 0.72 1.97 0.85 -0.02
H -3.86 1.34 -0.65 0.17
O 1.91 2.24 1.31 -0.28
H 1.78 2.14 2.26 -0.05
Mg -0.80 0.19 1.74 1.10
C 3.28 -1.39 -5.83 -0.05
C 3.14 -0.14 -6.66 -0.18
O 1.75 0.24 -6.77 0.05
C 1.25 0.92 -5.76 -0.41
O 1.84 1.24 -4.76 0.16
C -0.21 1.29 -6.04 -0.54
F -0.89 0.26 -6.55 0.18
F -0.28 2.29 -6.91 0.18
F -0.84 1.68 -4.92 0.15
H 2.66 -2.20 -6.23 0.09
H 4.31 -1.73 -5.80 0.09
H 2.95 -1.22 -4.80 0.07
H 3.49 -0.32 -7.67 0.13
H 3.73 0.68 -6.25 0.13
C 3.18 -0.94 -0.85 -0.74
F 1.91 -0.81 -1.21 0.15
F 3.77 -1.73 -1.79 0.04
F 3.74 0.30 -0.99 -0.40
S 3.38 -1.64 0.85 0.52
O 2.76 -2.91 0.78 -0.22
O 2.74 -0.67 1.70 -0.27
N 4.97 -1.65 0.88 -0.81
S 5.58 -2.19 2.27 0.59
O 5.40 -3.58 2.51 -0.23
O 5.41 -1.33 3.39 -0.23
C 7.36 -2.00 1.80 -0.67
F 7.69 -0.71 1.50 0.02
F 7.68 -2.72 0.70 0.11
F 8.15 -2.39 2.77 0.18
N 3.94 -6.06 4.21 -0.62
O 4.78 -6.42 5.04 0.00
O 2.90 -6.71 4.04 -0.02
O 4.15 -5.03 3.53 -0.04
Cs 5.69 -0.26 -0.61 1.91
F -7.17 -1.15 -0.59 -0.74

Record-wise total energy values, in eV: -47479.9070, -1017464.3353, -100213.5091, -91001.6812, -38161.5264, -112907.1826